(1)
Molecular formula: H4O14S3Zn
Method: DFT, wB97M-V/def2-TZVPD

## Properties
2S+1: 2
Energy relative to the best compared isomer or geometry (same formula, charge and spin) in kJ/mol: 17.1
LUMO (spin up / spin down) in eV: 7.25 / 5.54
Charge: -3
<S²>: 0.76

Atoms and positions in Å:
Zn  0.0867  -0.6163  0.2035
S  0.0879  -2.7948  1.5275
O  -0.8809  -2.2899  0.5547
O  -0.4549  -3.0969  2.8489
O  0.7764  -3.9163  0.8966
O  0.9787  -1.6463  1.6431
S  1.2838  2.3965  0.4853
O  2.0166  2.6015  1.7068
O  1.1792  0.9325  0.3118
O  -0.0448  2.9257  0.4716
O  1.9813  2.8922  -0.6405
S  -1.7064  1.0381  -2.1633
O  -0.8927  1.1008  -3.4150
O  -1.9234  2.3294  -1.6670
O  -2.9271  0.3168  -2.4956
O  -0.8926  0.2043  -1.2194
O  -1.1101  0.2830  1.6727
H  -0.8329  1.0257  2.2092
H  -1.9409  0.5620  1.2877
O  1.4770  -1.3129  -1.1351
H  2.1600  -1.9800  -1.0662
H  1.5790  -0.9553  -2.0172

***

(2)
Molecular formula: C25H37N7O2PrS4
Method: DFT, wB97M-V/def2-TZVPD

## Properties
2S+1: 3
Energy relative to the best compared isomer or geometry (same formula, charge and spin) in kJ/mol: 42.2
LUMO (spin up / spin down) in eV: -2.37 / -2.37
Charge: +1
<S²>: 2.00

Atoms and positions in Å:
Pr  -0.6304  0.5070  -0.3549
O  -0.8468  1.9272  -2.0147
N  0.3127  2.6345  -1.9927
C  1.0690  2.6661  -3.1265
C  2.2037  3.4101  -3.1747
C  2.5797  4.1394  -2.0371
C  1.8306  4.0616  -0.8893
C  0.6722  3.2680  -0.8380
S  -0.2735  3.0610  0.5922
H  0.6912  2.0669  -3.9423
H  2.7905  3.4190  -4.0840
H  3.4688  4.7600  -2.0618
H  2.1029  4.5862  0.0167
O  -0.7151  -0.0317  1.9180
N  -0.2072  -0.8584  2.8331
C  -0.2675  -0.4739  4.1298
C  0.2201  -1.2815  5.1184
C  0.7833  -2.5085  4.7681
C  0.8348  -2.8796  3.4436
C  0.3232  -2.0509  2.4340
S  0.4045  -2.3941  0.7509
H  -0.6882  0.5014  4.2912
H  0.1620  -0.9457  6.1449
H  1.1822  -3.1650  5.5320
H  1.2785  -3.8153  3.1347
N  -1.8565  -3.6351  -0.7972
C  -2.6298  -2.3591  -0.8421
C  -3.3913  -2.1813  0.4621
C  -4.1108  -0.8334  0.5059
N  -3.1295  0.2599  0.6648
C  -4.9222  -0.6166  -0.7734
C  -4.1088  -0.8181  -2.0543
N  -3.0155  0.1765  -2.1360
C  -3.5187  -2.2305  -2.0577
H  -1.1125  -3.4942  -0.0687
H  -1.3804  -3.8192  -1.6812
H  -2.4434  -4.4322  -0.5658
H  -1.8927  -1.5976  -0.9324
H  -2.7051  -2.2667  1.3118
H  -4.1393  -2.9791  0.5487
H  -4.7963  -0.8555  1.3510
H  -2.7059  0.2304  1.5886
H  -3.6077  1.1542  0.6080
H  -5.3651  0.3858  -0.7628
H  -5.7557  -1.3236  -0.7851
H  -4.7809  -0.7294  -2.9046
H  -3.3784  1.1082  -1.9665
H  -2.6437  0.2149  -3.0786
H  -2.9519  -2.4071  -2.9801
H  -4.3355  -2.9600  -2.0170
S  0.6456  2.7872  3.9729
C  2.1339  2.7162  3.2731
N  2.9309  1.6322  3.1762
C  4.3158  1.8598  2.7707
C  4.2664  3.0727  1.8507
S  2.8948  4.0779  2.4875
H  2.6865  0.8425  3.7546
H  4.7032  0.9875  2.2497
H  4.9446  2.0580  3.6388
H  4.0528  2.7894  0.8212
H  5.1872  3.6491  1.8866
C  2.6347  0.4027  0.0709
C  2.3338  -0.2954  -1.2308
C  3.2180  -0.8873  -2.0994
C  2.4377  -1.4279  -3.1643
C  1.1239  -1.1380  -2.8767
C  -0.1060  -1.4695  -3.6719
N  1.0459  -0.4461  -1.6920
H  3.3053  1.2470  -0.0895
H  3.1017  -0.2867  0.7764
H  1.7567  0.7951  0.5642
H  4.2956  -0.9274  -1.9899
H  2.8006  -1.9623  -4.0336
H  0.0756  -1.3991  -4.7459
H  -0.9135  -0.7780  -3.4341
H  -0.4754  -2.4944  -3.4945

***

(3)
Molecular formula: C16H12N4
Method: DFT, wB97M-V/def2-TZVPD

## Properties
Energy relative to the best compared isomer or geometry (same formula, charge and spin) in kJ/mol: 0.0
LUMO in eV: 0.30
SMILES: N#Cc1cc(-c2ccccc2)n(-c2ccncc2)c1N

Atoms and positions in Å:
N  -3.1260  4.5337  -1.1441
C  -2.4023  3.6429  -0.9182
C  -1.6111  2.4961  -0.6799
C  -0.4907  2.3998  0.2283
C  -0.0750  1.0945  0.3156
C  1.1115  0.7333  1.0449
C  2.1747  0.0006  0.4114
C  3.3057  -0.4073  1.1428
C  3.4438  -0.0372  2.4865
C  2.4066  0.7022  3.0703
C  1.2343  1.0506  2.3859
N  -0.9052  0.3613  -0.5709
C  -0.8109  -1.0302  -0.8480
C  -0.8346  -1.5235  -2.1716
C  -0.7711  -2.8884  -2.4058
N  -0.6723  -3.7758  -1.4210
C  -0.5891  -3.3806  -0.1393
C  -0.6485  -1.9910  0.1547
C  -1.8600  1.2039  -1.1000
N  -2.8780  0.9109  -1.9709
H  -0.0041  3.2482  0.6619
H  2.0897  -0.2463  -0.6459
H  4.0849  -0.9858  0.6889
H  4.3250  -0.3023  3.0523
H  2.4705  0.9331  4.1411
H  0.4578  1.5683  2.8869
H  -0.9017  -0.8071  -2.9800
H  -0.7716  -3.2369  -3.4340
H  -0.3347  -4.1203  0.6478
H  -0.6071  -1.6364  1.1748
H  -3.6570  1.5477  -1.8952
H  -3.1537  -0.0581  -2.1693